Molecular formula: C6H8KMgO6
Method: DFT, ωB97M-V with the def2-TZVPD basis set

Values from the calculation:
* calculated total energy: -1484.58073 hartree
* total charge: +1
* energy relative to the best compared isomer or geometry (same formula, charge and spin): 141.3 kcal/mol
* HOMO energy (alpha / beta): -11.7 / -11.0 eV
* 2S+1: 1
* LUMO (alpha / beta): -5.642 / -5.020 eV

Each line ends with the Löwdin charge.
Element x y z (Å)
1 O -1.400 1.620 0.502  -0.512
2 C -0.656 -1.493 0.281  -0.194
3 C -2.443 1.185 -0.324  -0.305
4 O -0.841 -1.243 1.485  -0.125
5 O -1.614 -1.111 -0.593  -0.029
6 C -2.724 -0.302 -0.170  -0.149
7 H -2.226 1.386 -1.388  0.123
8 H -3.380 1.722 -0.093  0.131
9 H -3.566 -0.587 -0.812  0.144
10 H -2.989 -0.535 0.872  0.116
11 K -1.300 0.782 2.653  1.002
12 O 2.805 0.619 0.449  -0.002
13 C 1.670 0.361 1.090  -0.435
14 C 3.196 -0.516 -0.364  -0.081
15 O 1.175 1.304 1.718  -0.085
16 O 0.949 -0.461 -0.215  -0.191
17 C 1.936 -0.943 -1.129  -0.134
18 H 3.502 -1.304 0.333  0.143
19 H 3.981 -0.170 -1.042  0.139
20 H 1.822 -2.029 -1.185  0.137
21 H 1.784 -0.489 -2.110  0.129
22 Mg 0.320 2.205 0.043  1.178